A molecular structure, C15H41MnNO19S5 at a distorted geometry, computed with ωB97M-V/def2-TZVPD.

Computed properties:
- Energy above the lowest of the compared OMol25 structures with the same formula, charge and spin: 0.0 kcal per mole
- Net charge: 0
- HOMO energy (spin up / spin down): -8.8 / -9.4 eV
- Multiplicity: 6

Each line ends with the Löwdin spin population.
Atoms and positions in Å:
S 2.37 2.25 -1.36  0.01
H 0.03 -0.28 1.41  0.01
H 2.80 3.74 -3.49  0.00
N 1.71 -1.69 3.65  0.01
O 2.71 -1.92 -1.83  0.00
O -3.79 0.12 -3.38  0.00
H 5.17 4.16 -3.72  0.00
H 1.36 1.19 4.68  0.00
H 2.93 2.18 -4.31  0.00
H -2.05 -0.52 1.87  0.00
H -5.91 -1.35 3.43  0.00
H -1.30 2.34 5.73  0.00
Mn 2.64 0.33 1.55  4.69
C -1.90 -2.64 1.48  0.00
H 3.41 -4.08 -2.32  0.00
O -1.63 -0.87 -3.79  0.00
O -5.68 0.04 0.92  0.00
H -0.33 3.00 1.32  0.00
C 0.10 3.89 1.78  0.00
H 0.17 2.03 6.71  0.00
S -2.26 0.23 -3.17  0.00
O 0.80 -0.15 0.94  0.10
H 4.65 3.42 -5.22  0.00
H 1.74 -3.60 1.04  0.00
H -3.93 -0.40 -5.43  0.00
H 5.83 -4.29 -2.09  0.00
H -0.92 -2.87 1.93  0.00
H 0.25 1.47 -1.53  0.00
S 1.39 3.40 2.84  0.01
O 2.41 -0.61 3.43  0.04
H 5.13 -5.91 -2.29  0.00
C 5.19 -5.05 -1.62  0.00
H -6.15 1.28 -4.14  0.00
O 2.81 1.50 -0.26  0.03
C 3.42 2.85 -3.60  0.00
H -3.83 1.37 -5.09  0.00
H 5.48 2.41 -4.04  0.00
H -6.18 0.62 -5.74  0.00
C 3.79 -4.47 -1.37  0.00
H 5.70 -5.31 -0.69  0.00
O 1.98 3.60 -1.17  0.00
O 0.65 3.17 4.18  0.00
S -4.69 -0.07 1.91  0.00
H 0.98 1.76 -3.15  0.00
O 3.59 2.22 -2.34  0.00
O -3.76 0.98 2.04  0.00
C -5.77 0.45 -4.74  0.00
C -2.55 -1.44 2.13  0.00
C -5.38 -0.41 3.48  0.00
O 1.86 2.13 2.44  0.03
H 0.76 -2.26 0.26  0.00
O 3.30 -1.42 0.48  0.04
H -0.63 4.46 2.32  0.00
H 0.56 4.46 0.97  0.00
H -0.71 0.70 6.00  0.00
C -2.36 -0.06 -1.47  0.00
C -0.39 1.74 5.83  0.00
C 1.10 1.32 -2.18  0.00
H 3.11 -5.25 -1.01  0.00
H 1.43 0.29 -2.16  0.00
O -1.83 1.56 -3.46  0.00
O 2.29 4.47 3.03  0.00
H -0.10 1.21 3.76  0.00
H -1.69 -2.46 0.42  0.00
H -1.36 -0.07 -1.04  0.00
H 1.11 -3.77 -0.65  0.00
H -2.54 -1.56 3.22  0.00
C -4.25 0.41 -4.77  0.00
H -3.00 0.70 -1.05  0.00
H -4.56 -0.41 4.17  0.00
O 3.92 -3.44 -0.43  0.00
H -6.18 -0.46 -4.32  0.00
S 2.86 -2.33 -0.48  0.01
H -6.10 0.38 3.68  0.00
H -2.52 -3.53 1.59  0.00
O 2.12 -2.75 3.09  0.01
C 4.78 3.24 -4.15  0.00
H -2.76 -1.06 -1.36  0.00
O 0.64 -1.57 4.39  0.01
C 0.42 1.76 4.57  0.00
C 1.44 -3.09 0.13  0.00
O -3.93 -1.38 1.65  0.00